Entry from OMol25: a cluster of 3 separate species, C4H14O4 in total at a distorted geometry (ωB97M-V/def2-TZVPD).

```
22
Properties=species:S:1:pos:R:3
H -0.28114 2.24476 -1.37933
H 3.24122 0.86978 -0.21243
H 0.28739 0.79408 0.66624
H -1.56039 2.45037 1.03184
H -1.94404 -1.65851 -2.01177
H -1.10124 -2.39745 -0.66384
H -2.58004 1.71518 0.00515
C -0.72353 0.56449 0.32394
O 1.86273 -1.65292 2.28951
O 0.69158 -0.74459 -1.20422
C -1.46480 1.83475 0.10080
H 2.03293 -1.30214 1.40325
H 1.80628 -2.60266 2.11439
H -0.84288 0.34500 -1.83031
H 1.25522 -0.69910 -0.42256
O 3.10931 0.21258 0.47495
C -1.59375 -1.48665 -1.00474
H 3.12408 0.59271 1.36497
C -0.64514 -0.31655 -0.96599
H -1.17712 0.02456 1.14720
H -2.46024 -1.42394 -0.33620
O -1.03643 2.63626 -0.89085
```

Calculated values
<S²>: 0.755
Total energy, eV: -12554.332
2S+1: 2
Energy relative to the best compared isomer or geometry (same formula, charge and spin), kJ/mol: 135.55
LUMO level (alpha / beta), Ha: -0.1274 / -0.3650
Orbital gap (alpha / beta), Ha: 0.404 / 0.166
Total charge: +1
HOMO (alpha / beta), eV: -14.450 / -14.443